(1)
{"formula": "C14H20FNP", "method": "wB97M-V/def2-TZVPD", "symbols": ["C", "C", "N", "P", "F", "H", "H", "H", "H", "H", "H", "H", "H", "C", "C", "C", "C", "C", "C", "H", "H", "H", "H", "H", "H", "C", "C", "C", "C", "C", "C", "H", "H", "H", "H", "H", "H"], "xyz": [[4.85261, 0.80968, -3.98835], [4.34313, 2.17139, -4.64719], [2.95094, 2.57970, -4.27044], [1.81089, 1.29109, -4.34719], [1.48182, 0.59080, -2.84889], [5.92658, 0.66548, -4.36024], [4.29101, -0.11654, -4.32787], [4.94742, 0.86783, -2.85025], [4.52740, 2.17633, -5.77557], [5.03173, 2.98995, -4.24061], [2.91525, 3.09682, -3.38318], [2.33569, 0.28483, -5.22022], [0.58702, 1.75138, -4.94858], [1.75395, -0.18013, 2.34214], [0.44728, -0.65577, 2.36681], [-0.31150, -0.66851, 1.20148], [0.24004, -0.21428, 0.00822], [1.54812, 0.25799, -0.01740], [2.30395, 0.27923, 1.15026], [2.34383, -0.16737, 3.25169], [0.01950, -1.01636, 3.29580], [-1.33236, -1.03334, 1.22273], [-0.35047, -0.22882, -0.90172], [1.97852, 0.61052, -0.94719], [3.32192, 0.65246, 1.13141], [-4.07350, -1.38264, 4.59238], [-5.37992, -1.85845, 4.61725], [-6.13858, -1.87130, 3.45169], [-5.58711, -1.41694, 2.25829], [-4.27939, -0.94454, 2.23265], [-3.52374, -0.92324, 3.40014], [-3.48344, -1.36965, 5.50205], [-5.80766, -2.21895, 5.54622], [-7.15924, -2.23615, 3.47287], [-6.17701, -1.43135, 1.34855], [-3.84891, -0.59154, 1.30125], [-2.50579, -0.54960, 3.38102]], "forces_ev_per_angstrom": [[1.1, 0.3, -0.3], [2.3, -0.2, 0.4], [-1.5, -2.7, 0.0], [0.8, 0.7, 2.1], [0.5, 1.7, -4.3], [-1.5, 0.1, 0.4], [0.6, 1.1, 0.6], [-0.5, -0.1, -1.6], [-0.8, -0.1, 1.5], [-1.1, -1.0, -0.6], [-0.2, 0.0, -0.5], [-0.3, 0.6, 0.7], [0.6, -0.3, 1.0], [0.0, 0.0, -0.1], [0.0, 0.0, -0.1], [0.0, 0.0, 0.0], [0.1, 0.0, 0.1], [0.0, 0.0, 0.2], [-0.1, 0.0, 0.0], [0.0, 0.0, -0.1], [0.0, 0.0, -0.1], [0.1, 0.0, 0.0], [0.0, 0.0, 0.1], [0.0, -0.1, 0.5], [-0.1, 0.0, 0.0], [0.0, 0.0, -0.1], [0.0, 0.0, 0.0], [0.1, 0.0, 0.0], [0.0, 0.0, 0.1], [0.0, 0.0, 0.1], [-0.1, -0.1, 0.0], [0.0, 0.0, -0.1], [0.0, 0.0, -0.1], [0.1, 0.0, 0.0], [0.0, 0.0, 0.1], [0.0, 0.0, 0.1], [-0.1, 0.0, 0.0]], "nbo_charge": [-0.669, -0.263, -0.887, 1.558, -0.493, 0.264, 0.208, 0.244, 0.237, 0.252, 0.446, 0.045, 0.058, -0.191, -0.205, -0.231, -0.157, -0.254, -0.217, 0.221, 0.223, 0.221, 0.191, 0.188, 0.211, -0.199, -0.210, -0.207, -0.211, -0.220, -0.223, 0.214, 0.218, 0.218, 0.214, 0.203, 0.205], "lumo_ev": -4.9, "largest_force_ev_per_a": 4.7, "energy_ev": -28330.8668, "charge": 1, "gap_ev": 5.9}

(2)
{"formula": "C13H25BF7NO10P2S3", "method": "wB97M-V/def2-TZVPD", "symbols": ["C", "O", "B", "O", "C", "S", "O", "O", "C", "F", "F", "C", "F", "F", "C", "F", "F", "F", "O", "C", "O", "O", "C", "P", "C", "C", "P", "N", "O", "H", "H", "H", "H", "H", "H", "H", "H", "H", "H", "H", "H", "H", "C", "S", "O", "C", "H", "H", "H", "H", "H", "H", "C", "S", "O", "C", "H", "H", "H", "H", "H", "H"], "xyz": [[1.14442, -4.39420, 0.46194], [0.17230, -3.53893, 1.05772], [0.54870, -2.78758, 2.10899], [1.32916, -3.31682, 3.09132], [0.04937, -1.22016, 2.24744], [0.81740, -0.31846, 0.88962], [0.75002, -1.13259, -0.28353], [0.37744, 1.03747, 0.78375], [2.63687, -0.22507, 1.32995], [3.33002, -0.90955, 0.39492], [2.86032, -0.81725, 2.52874], [3.17824, 1.22576, 1.40848], [2.45039, 1.95530, 2.26995], [4.43386, 1.11189, 1.92034], [3.30228, 1.94477, 0.01420], [4.58036, 1.95038, -0.37940], [2.89295, 3.21087, 0.13626], [2.57848, 1.33572, -0.92598], [0.56045, -0.84564, 3.56016], [-0.36791, -1.30043, 4.43255], [-0.25163, -1.29930, 5.59364], [-1.43664, -1.81149, 3.72543], [-1.45785, -1.03138, 2.49700], [-2.80491, -1.53462, 1.31439], [-2.75221, -3.31882, 0.94011], [-2.58729, -0.61208, -0.23605], [-1.91248, 0.71764, 3.29228], [-3.57647, 0.52031, 3.49381], [-1.83885, 1.78971, 2.09074], [2.15725, -4.12301, 0.74080], [0.96326, -5.42872, 0.73201], [1.05928, -4.28773, -0.61392], [2.08422, -2.77635, 3.34400], [-2.90153, -3.86687, 1.86269], [-1.88837, -3.67982, 0.40129], [-3.63143, -3.49317, 0.32381], [-2.99136, 0.38915, -0.14101], [-3.22906, -1.11833, -0.95292], [-1.59161, -0.59241, -0.66263], [-4.11689, 1.30494, 3.16105], [-3.79649, 0.30255, 4.45401], [-2.48372, 1.66553, 1.38302], [3.14079, 7.56251, -2.61089], [1.76271, 6.50449, -3.07048], [0.63448, 7.39748, -3.43249], [1.43942, 5.89412, -1.41309], [3.47128, 8.08127, -3.50778], [2.81059, 8.28585, -1.86567], [3.95364, 6.95020, -2.22041], [1.22811, 6.73258, -0.74958], [2.30249, 5.33287, -1.05886], [0.57398, 5.23719, -1.46345], [-1.79304, -3.93999, -3.44116], [-1.94138, -2.15161, -3.48358], [-3.33843, -1.83747, -3.07838], [-1.90377, -1.99625, -5.27099], [-1.84284, -4.24940, -2.39897], [-2.61502, -4.38594, -4.00054], [-0.83281, -4.23366, -3.86523], [-2.71988, -2.57543, -5.70178], [-0.94171, -2.34655, -5.64479], [-2.02897, -0.94344, -5.51284]], "forces_ev_per_angstrom": [[-0.1, -0.3, -0.1], [0.3, 0.3, -0.1], [-0.5, -0.2, -0.1], [0.6, -0.1, -0.6], [0.7, -0.7, 0.4], [-0.4, 0.9, -0.6], [0.1, -0.4, 0.2], [0.1, 0.0, 0.4], [0.2, -0.4, 0.1], [-0.2, 0.3, 0.4], [0.1, 0.2, -0.4], [0.5, 0.0, 0.4], [0.3, -0.3, -0.4], [-0.4, 0.1, -0.1], [0.1, 0.3, 0.0], [-0.4, 0.0, 0.0], [0.1, -0.3, -0.1], [0.1, 0.2, 0.2], [0.0, 0.6, -0.5], [-0.3, -0.4, -0.9], [0.2, -0.2, 1.4], [-0.5, 0.4, 0.5], [0.3, 0.0, -1.3], [-1.5, -0.1, 1.1], [0.3, 0.1, -0.6], [0.6, -0.3, 0.0], [0.7, 0.0, 0.2], [0.1, 0.1, 0.1], [-0.5, 0.2, -0.1], [0.1, 0.0, 0.2], [0.0, -0.1, 0.1], [-0.1, 0.0, -0.2], [-0.3, 0.2, 0.5], [0.1, -0.1, 0.2], [0.2, -0.1, 0.0], [-0.2, 0.1, 0.0], [0.0, 0.2, 0.1], [-0.1, -0.1, -0.1], [0.2, 0.1, -0.1], [-0.2, 0.0, 0.0], [-0.2, 0.0, 0.1], [0.1, 0.0, -0.1], [0.1, 0.0, 0.0], [0.0, -0.1, 0.0], [0.0, 0.1, 0.0], [0.0, 0.0, 0.1], [0.0, 0.0, 0.0], [0.0, 0.0, 0.0], [0.0, 0.0, 0.0], [0.0, 0.0, 0.0], [0.0, 0.0, 0.0], [0.0, 0.0, 0.0], [0.1, -0.1, 0.0], [-0.1, 0.0, -0.1], [-0.1, 0.0, 0.0], [0.1, 0.0, -0.1], [0.0, 0.0, 0.0], [0.0, 0.0, 0.0], [0.0, 0.0, 0.0], [0.0, 0.0, 0.1], [0.0, 0.0, 0.0], [0.0, 0.0, 0.0]], "nbo_charge": [-0.238, -0.723, 1.169, -0.899, -0.363, 2.117, -0.896, -0.899, 0.402, -0.297, -0.309, 0.556, -0.278, -0.298, 0.926, -0.297, -0.300, -0.298, -0.516, 0.973, -0.533, -0.535, -0.333, 0.798, -0.940, -0.961, 1.287, -1.176, -0.972, 0.182, 0.189, 0.189, 0.516, 0.244, 0.233, 0.242, 0.214, 0.290, 0.234, 0.398, 0.402, 0.489, -0.833, 1.253, -0.983, -0.834, 0.239, 0.230, 0.226, 0.230, 0.229, 0.242, -0.832, 1.262, -0.996, -0.828, 0.240, 0.233, 0.228, 0.233, 0.227, 0.244], "lumo_ev": 0.3, "de_lowest_kcal_mol": 9.4, "largest_force_ev_per_a": 1.9, "energy_ev": -106632.6666, "gap_ev": 8.2}

(3)
{"formula": "C11H18FN4Re", "method": "wB97M-V/def2-TZVPD", "symbols": ["Re", "C", "C", "N", "C", "C", "C", "C", "C", "C", "C", "N", "C", "C", "N", "N", "H", "H", "H", "H", "H", "H", "H", "H", "H", "H", "H", "H", "H", "H", "H", "H", "H", "H", "F"], "xyz": [[-0.00088, -0.69243, -1.24850], [-1.29146, 1.79814, -1.82194], [-2.37762, 1.17239, -0.97741], [-2.07501, -0.31690, -0.84171], [-2.41838, -0.90702, 0.50235], [-1.19192, -1.03468, 1.36604], [-1.21193, -1.34194, 2.70317], [0.00084, -1.51191, 3.36910], [1.21330, -1.35491, 2.69961], [1.19236, -1.04790, 1.36274], [2.41595, -0.93558, 0.49338], [2.07418, -0.32446, -0.84095], [2.37458, 1.16678, -0.94946], [1.30020, 1.80345, -1.80055], [-0.00061, 1.41480, -1.14446], [-0.00009, -0.90104, 0.73077], [-1.41242, 2.87920, -1.90100], [-1.28571, 1.39968, -2.84024], [-3.36271, 1.32970, -1.41461], [-2.38933, 1.60133, 0.02584], [-2.64068, -0.80327, -1.54379], [-2.84138, -1.90086, 0.34389], [-3.18618, -0.30392, 0.98555], [-2.15352, -1.45653, 3.22516], [0.00118, -1.77409, 4.42028], [2.15523, -1.47956, 3.21894], [2.81746, -1.93597, 0.32033], [3.19921, -0.35343, 0.97766], [2.64053, -0.79807, -1.55109], [3.36608, 1.33315, -1.36852], [2.36938, 1.57952, 0.06070], [1.30670, 1.41688, -2.82317], [1.42342, 2.88521, -1.86427], [-0.00911, 1.85222, -0.22014], [-0.00167, -2.45799, -1.65372]], "forces_ev_per_angstrom": [[0.0, -1.5, 1.1], [0.1, 0.1, 0.0], [-0.1, -0.1, 0.0], [0.3, 0.5, -0.1], [0.0, 0.0, 0.0], [0.0, 0.1, 0.0], [0.0, 0.0, 0.2], [0.0, 0.0, 0.1], [0.0, 0.0, 0.2], [-0.1, 0.1, 0.0], [0.0, 0.0, 0.0], [-0.3, 0.5, -0.1], [0.1, -0.1, 0.0], [-0.1, 0.1, 0.0], [0.0, 0.5, -0.4], [0.0, 0.0, -0.5], [0.1, 0.0, 0.1], [0.0, 0.0, 0.0], [0.0, -0.1, 0.0], [0.0, 0.0, 0.0], [0.0, 0.0, 0.0], [0.0, 0.0, 0.0], [0.0, 0.0, 0.0], [0.0, 0.0, 0.0], [0.0, 0.0, 0.0], [0.0, 0.0, 0.0], [0.0, 0.0, 0.0], [0.0, 0.0, 0.0], [0.0, 0.0, 0.0], [0.0, -0.1, 0.0], [0.0, 0.0, 0.0], [0.0, 0.0, 0.0], [-0.1, 0.0, 0.1], [0.0, -0.1, 0.1], [0.0, -0.1, -0.4]], "nbo_charge": [1.804, -0.252, -0.242, -0.600, -0.283, 0.221, -0.196, -0.022, -0.198, 0.229, -0.285, -0.600, -0.242, -0.251, -0.643, -0.454, 0.286, 0.235, 0.287, 0.236, 0.459, 0.284, 0.276, 0.286, 0.288, 0.286, 0.284, 0.276, 0.459, 0.287, 0.236, 0.236, 0.286, 0.427, -0.399], "lumo_ev": [-13.4, -13.0], "de_lowest_kcal_mol": 0.0, "largest_force_ev_per_a": 1.8, "spin_multiplicity": 2, "energy_ev": -22478.0089, "charge": 3, "gap_ev": [7.4, 7.8]}